1.
Below is a molecular structure, C49H35N7ORe, with properties calculated with wB97M-V/def2-TZVPD.

The geometry in XYZ format:
```
93
Properties=species:S:1:pos:R:3:lowdin_spin:R:1
Re 0.118 0.001 0.106 2.389
C 7.263 1.650 2.530 0.001
C 6.589 0.631 3.187 0.000
C 5.294 0.299 2.816 0.001
C 4.664 0.988 1.783 0.002
C 5.341 2.020 1.137 0.001
C 6.637 2.346 1.505 0.000
C 3.269 0.652 1.380 0.022
C 2.292 1.635 1.561 0.008
C 2.474 2.841 2.306 0.034
C 1.250 3.387 2.508 0.009
C 0.290 2.544 1.876 0.035
C -1.086 2.734 1.941 -0.028
C -1.596 3.831 2.823 -0.003
C -1.841 3.552 4.164 -0.001
C -2.352 4.539 4.993 0.000
C -2.620 5.805 4.486 0.000
C -2.368 6.085 3.152 0.000
C -1.858 5.098 2.319 -0.001
C -2.020 1.956 1.263 0.031
N -1.733 0.841 0.491 0.040
C -2.930 0.442 -0.077 0.027
C -3.141 -0.738 -0.788 -0.022
C -4.509 -0.983 -1.339 -0.003
C -5.472 -1.619 -0.562 -0.001
C -6.734 -1.862 -1.085 0.000
C -7.037 -1.473 -2.383 0.000
C -6.078 -0.836 -3.158 0.000
C -4.815 -0.591 -2.637 -0.001
C -2.199 -1.746 -0.908 0.036
C -2.452 -3.058 -1.412 0.012
C -1.335 -3.796 -1.204 0.033
C -0.357 -2.948 -0.597 0.010
N -0.894 -1.687 -0.436 0.034
C 0.943 -3.322 -0.279 0.017
C 1.904 -2.463 0.230 0.017
C 3.269 -2.807 0.431 0.014
C 3.932 -1.693 0.823 0.013
C 2.986 -0.635 0.945 0.019
N 1.727 -1.115 0.562 0.029
C 1.339 -4.738 -0.553 0.002
C 2.136 -5.038 -1.653 0.000
C 2.495 -6.354 -1.912 0.000
C 2.064 -7.370 -1.069 0.000
C 1.271 -7.071 0.030 0.000
C 0.905 -5.757 0.287 0.001
C -3.961 1.349 0.313 0.023
C -3.412 2.254 1.160 0.018
N 0.954 1.491 1.250 0.045
H 8.274 1.905 2.819 0.000
H 7.068 0.095 3.995 0.000
H 4.760 -0.473 3.356 0.000
H 4.861 2.552 0.323 0.000
H 7.158 3.142 0.990 0.000
H 3.419 3.198 2.678 0.002
H 1.007 4.280 3.060 0.000
H -1.633 2.564 4.556 0.000
H -2.543 4.320 6.035 0.000
H -3.023 6.573 5.133 0.000
H -2.569 7.072 2.755 0.000
H -1.654 5.323 1.278 0.000
H -5.233 -1.925 0.450 0.000
H -7.481 -2.356 -0.478 0.000
H -8.019 -1.669 -2.791 0.000
H -6.314 -0.529 -4.168 0.000
H -4.063 -0.097 -3.242 0.000
H -3.384 -3.374 -1.850 0.000
H -1.175 -4.834 -1.445 0.002
H 3.682 -3.788 0.261 0.001
H 4.988 -1.594 1.005 0.001
H 2.469 -4.241 -2.308 0.000
H 3.108 -6.585 -2.772 0.000
H 2.347 -8.394 -1.269 0.000
H 0.939 -7.861 0.690 0.000
H 0.288 -5.522 1.146 0.000
H -4.988 1.274 -0.003 0.001
H -3.898 3.071 1.667 0.001
C 1.174 -0.593 -4.944 0.000
N 0.589 0.384 -4.014 -0.001
C 0.018 1.533 -4.443 0.009
C -0.488 2.440 -3.586 -0.002
C -0.430 2.163 -2.193 0.011
N 0.078 0.984 -1.760 0.026
C 0.653 0.091 -2.671 0.016
O 1.192 -0.923 -2.275 0.056
N -0.856 3.066 -1.329 0.016
H 1.017 -0.234 -5.956 0.000
H 0.690 -1.558 -4.810 0.000
H 2.237 -0.698 -4.744 0.000
H 0.008 1.686 -5.513 0.000
H -0.907 3.368 -3.942 0.000
H -1.217 3.943 -1.664 0.001
H -0.758 2.945 -0.333 0.000
```

E = -2424.682872 Ha
Charge = +2
LUMO level (spin up / spin down) = -6.65 / -7.13 eV
2S+1 = 4
Frontier orbital gap (spin up / spin down) = 0.219 / 0.200 Ha

---

2.
Below is a molecular structure, C23H18AuBrCl2N4O2, with properties calculated with wB97M-V/def2-TZVPD.

The geometry in XYZ format:
```
51
Properties=species:S:1:pos:R:3:lowdin_spin:R:1
Au -0.018 -0.385 -0.059 0.580
Br 4.948 0.283 -5.606 0.145
C 3.459 0.048 -4.546 0.221
C 2.166 0.019 -5.108 -0.014
C 1.089 -0.151 -4.300 0.134
C 1.208 -0.291 -2.868 0.103
O 0.133 -0.391 -2.219 0.299
C 2.552 -0.302 -2.304 0.098
C 2.902 -0.528 -0.909 -0.003
N 2.093 -0.817 0.038 0.140
C 2.518 -1.077 1.364 0.003
C 3.792 -1.458 1.707 0.015
C 4.126 -1.716 3.049 0.000
C 3.181 -1.628 4.030 0.014
C 1.848 -1.286 3.707 0.004
C 0.813 -1.250 4.669 -0.003
C -0.469 -0.974 4.282 0.003
C -0.721 -0.709 2.930 0.008
N 0.234 -0.696 2.022 0.107
C 1.517 -0.999 2.367 0.013
C 3.620 -0.120 -3.155 0.039
H 2.048 0.134 -6.177 -0.003
H 0.082 -0.173 -4.694 0.004
H 3.969 -0.447 -0.702 0.004
H 4.556 -1.591 0.954 0.001
H 5.140 -2.005 3.289 0.000
H 3.431 -1.842 5.061 0.001
H 1.048 -1.462 5.704 0.000
H -1.288 -0.957 4.985 0.001
H -1.723 -0.498 2.578 0.002
H 4.630 -0.116 -2.765 -0.001
Cl -0.392 -3.769 -0.048 -0.001
C -2.116 -3.738 -0.421 0.000
Cl -2.809 -2.120 -0.188 -0.001
H -2.631 -4.416 0.251 0.000
H -2.255 -4.011 -1.460 0.000
N -5.634 4.059 -1.085 0.000
C -4.587 4.154 -0.243 0.000
O -4.389 5.090 0.499 0.000
C -3.585 3.013 -0.259 -0.003
C -3.486 2.044 -1.250 0.003
C -2.505 1.075 -1.149 0.005
N -1.651 1.037 -0.122 0.075
C -1.733 1.975 0.832 0.005
C -2.678 2.975 0.795 0.003
H -6.318 4.799 -1.066 0.000
H -5.852 3.223 -1.595 0.000
H -4.135 2.034 -2.114 0.000
H -2.391 0.307 -1.901 0.001
H -1.011 1.916 1.636 0.001
H -2.726 3.737 1.560 0.001
```

E = -4886.315042 Ha
Charge = +2
LUMO level (spin up / spin down) = -6.71 / -8.75 eV
Energy relative to the best compared isomer or geometry (same formula, charge and spin) = 0.0 kcal/mol
2S+1 = 3
Frontier orbital gap (spin up / spin down) = 0.274 / 0.214 Ha

---

3.
Below is 2 unconnected molecules or ions with the total composition C3H2Cl2N2 at a distorted geometry, with properties calculated with wB97M-V/def2-TZVPD.

The geometry in XYZ format:
```
9
Properties=species:S:1:pos:R:3:lowdin_charge:R:1
C 0.149 0.948 -0.010 -0.182
C -1.143 0.362 0.000 -0.728
C 1.186 0.094 0.445 -0.829
N -0.770 -0.837 -0.598 0.052
N 0.641 -0.292 -0.753 -0.027
Cl -2.776 0.751 0.283 0.710
Cl 2.788 0.740 0.243 0.632
H 1.152 -0.439 1.788 0.222
H -1.227 -1.326 -1.399 0.151
```

E = -1145.165030 Ha
LUMO level = -0.10 eV
Energy relative to the best compared isomer or geometry (same formula, charge and spin) = 159.5 kcal/mol
Frontier orbital gap = 0.333 Ha

---

4.
Below is 2 unconnected molecules or ions with the total composition C4H9N2O2 at a distorted geometry, with properties calculated with wB97M-V/def2-TZVPD.

The geometry in XYZ format:
```
17
Properties=species:S:1:pos:R:3:lowdin_charge:R:1
O 1.895 2.286 0.069 -0.121
C 1.732 1.240 0.698 -0.727
N 1.092 1.009 1.861 -0.014
C -4.588 -1.236 0.474 -0.071
O -5.397 -1.240 -0.482 -0.062
C 2.638 -0.009 0.120 -0.170
N 2.073 -0.292 -1.268 -0.131
C 0.780 -1.162 -1.205 -0.114
H 1.210 -0.005 1.951 -0.051
H -3.815 -0.521 0.422 0.067
H -4.687 -2.041 1.165 0.064
H 3.582 0.528 -0.116 0.087
H 2.782 -0.830 0.775 0.061
H 1.738 0.593 -1.654 0.063
H -0.019 -0.823 -0.645 0.030
H 0.468 -1.204 -2.253 0.060
H 1.229 -2.074 -1.019 0.030
```

E = -417.753127 Ha
Charge = -1
LUMO level = 2.62 eV
Energy relative to the best compared isomer or geometry (same formula, charge and spin) = 81.3 kcal/mol
Frontier orbital gap = 0.220 Ha

---

5.
Below is a molecular structure, C49H38AsIrN5O11S4, with properties calculated with wB97M-V/def2-TZVPD.

The geometry in XYZ format:
```
109
Properties=species:S:1:pos:R:3:lowdin_spin:R:1
Ir 0.579 0.223 -0.127 0.627
O 0.546 1.855 5.665 0.000
C 0.500 1.478 4.369 0.000
C -0.662 1.582 3.604 0.000
C -0.606 1.159 2.295 0.004
N 0.522 0.673 1.805 0.001
C 1.657 0.603 2.494 0.001
C 1.684 0.985 3.814 0.000
C 2.817 0.135 1.637 0.004
O 3.908 -0.120 2.087 -0.002
O 2.505 0.052 0.361 0.080
C -1.721 1.154 1.263 0.005
O -2.816 1.597 1.509 -0.003
O -1.350 0.605 0.127 0.093
H -0.305 2.219 5.940 0.000
H -1.589 1.982 3.993 0.000
H 2.600 0.931 4.383 0.000
O 0.134 2.058 -3.471 0.002
As 1.387 0.880 -3.222 0.007
O 1.650 0.066 -4.602 0.001
O 0.851 -0.226 -1.967 0.184
C 3.000 1.691 -2.533 0.001
C 4.117 1.378 -3.301 0.000
C 5.379 1.803 -2.915 0.000
C 5.539 2.525 -1.744 0.000
C 4.436 2.850 -0.971 0.000
C 3.170 2.442 -1.363 0.001
S 1.828 3.111 -0.406 0.000
O 1.566 4.423 -0.918 0.000
O 2.165 2.975 0.986 0.000
O 0.652 2.200 -0.760 -0.003
H -0.078 2.505 -2.641 0.000
H 3.975 0.794 -4.202 0.000
H 6.238 1.563 -3.528 0.000
H 6.524 2.851 -1.435 0.000
H 4.550 3.415 -0.056 0.000
N -2.367 -1.473 -2.024 0.000
S -4.738 -2.189 -0.407 0.000
N -1.708 -2.260 -2.403 0.000
S -1.018 -4.375 -0.309 0.000
N 0.590 -4.287 -0.460 -0.001
S 1.287 -2.875 -0.060 -0.001
N 0.412 -1.753 0.322 -0.003
C 2.456 -2.689 -1.384 0.001
C 3.755 -2.270 -1.132 0.001
C 4.605 -2.064 -2.206 0.000
C 4.150 -2.260 -3.503 0.000
C 2.840 -2.655 -3.742 0.000
C 1.988 -2.879 -2.675 0.000
C 2.308 -3.422 1.314 0.000
C 2.045 -2.851 2.543 0.000
C 2.721 -3.309 3.666 0.000
C 3.654 -4.326 3.543 0.000
C 3.911 -4.895 2.299 0.000
C 3.234 -4.450 1.177 0.000
C -1.337 -5.760 -1.388 0.000
C -1.237 -5.515 -2.753 0.000
C -1.519 -6.540 -3.640 0.000
C -1.903 -7.789 -3.168 0.000
C -1.994 -8.020 -1.806 0.000
C -1.711 -7.004 -0.903 0.000
C -1.394 -5.051 1.292 0.000
C -0.385 -5.491 2.129 0.000
C -0.715 -5.885 3.419 0.000
C -2.032 -5.831 3.852 0.000
C -3.035 -5.386 3.000 0.000
C -2.718 -4.982 1.714 0.000
C -4.209 -1.759 1.220 0.000
C -2.853 -1.861 1.506 0.000
C -2.395 -1.672 2.802 0.000
C -3.283 -1.345 3.815 0.000
C -4.637 -1.218 3.527 0.000
C -5.100 -1.441 2.242 0.000
C -5.616 -0.767 -0.986 0.000
C -5.497 0.494 -0.421 0.000
C -6.184 1.562 -0.975 0.000
C -6.984 1.389 -2.097 0.000
C -7.085 0.128 -2.670 0.000
C -6.408 -0.946 -2.119 0.000
H 4.096 -2.073 -0.125 0.000
H 5.618 -1.731 -2.027 0.000
H 4.816 -2.084 -4.338 0.000
H 2.471 -2.757 -4.751 0.000
H 0.961 -3.169 -2.847 0.000
H 1.307 -2.062 2.608 0.000
H 2.521 -2.867 4.634 0.000
H 4.187 -4.678 4.416 0.000
H 4.642 -5.687 2.206 0.000
H 3.413 -4.897 0.208 0.000
H -0.937 -4.544 -3.121 0.000
H -1.444 -6.357 -4.703 0.000
H -2.131 -8.582 -3.867 0.000
H -2.283 -8.994 -1.435 0.000
H -1.779 -7.189 0.159 0.000
H 0.635 -5.531 1.774 0.000
H 0.066 -6.227 4.086 0.000
H -2.279 -6.131 4.862 0.000
H -4.060 -5.331 3.342 0.000
H -3.489 -4.607 1.051 0.000
H -2.145 -2.070 0.717 0.000
H -1.337 -1.771 3.010 0.000
H -2.927 -1.190 4.825 0.000
H -5.336 -0.962 4.312 0.000
H -6.157 -1.366 2.019 0.000
H -4.848 0.659 0.423 0.000
H -6.078 2.543 -0.531 0.000
H -7.514 2.228 -2.525 0.000
H -7.698 -0.022 -3.549 0.000
H -6.491 -1.929 -2.568 0.000
```

E = -6924.328987 Ha
LUMO level (spin up / spin down) = -0.28 / -1.78 eV
Energy relative to the best compared isomer or geometry (same formula, charge and spin) = 7.5 kcal/mol
2S+1 = 2
Frontier orbital gap (spin up / spin down) = 0.279 / 0.224 Ha